1.
ORCA calculation (ωB97M-V/def2-TZVPD) on a structure of composition C40H45N4O4RbSSb2 in a non-equilibrium geometry.

Structure (XYZ):
```
97
Properties=species:S:1:pos:R:3:mulliken_charge:R:1
C 3.6905 -3.5297 2.5999 -0.83
H 2.6136 3.5919 1.3036 0.49
H 2.5054 2.5119 4.0232 0.32
H 1.8871 1.8452 -4.1590 0.69
C 5.1040 0.7587 -1.8268 -1.48
C -2.6620 -1.8692 -4.7615 -0.70
C 4.4204 3.8460 -3.3960 -0.62
H 3.4908 -2.0675 -3.0260 0.35
H -3.4099 -2.2792 -5.4314 0.32
N -2.2543 1.4978 -1.5320 -0.37
C -0.8203 1.8521 3.7013 1.03
N 1.4236 -3.0472 0.6283 0.13
C -0.7121 -0.8051 -2.9812 -0.04
C 3.1385 3.3213 -3.2506 1.40
H -0.6166 2.9964 6.9132 0.33
H -2.5565 -6.3166 0.9000 0.34
H 4.1349 -0.9176 -4.2160 0.44
H -2.1762 2.1254 -3.4297 0.40
H -0.3782 -7.1880 0.0346 0.39
H -2.9448 -0.4158 -1.0576 0.48
H -2.6627 -3.9185 1.6122 0.36
O 0.1932 -0.3056 -2.2371 -0.01
S 2.8550 -3.2158 -0.0129 1.73
H 5.7283 -5.4570 5.4493 0.33
C 4.7607 5.1170 -2.9650 -0.65
C 2.5081 5.4209 -2.2397 -0.69
H -3.5050 1.6122 0.6348 0.30
N -1.6894 1.2045 1.5602 0.65
H 5.6710 0.7029 -2.7540 0.38
H 3.2543 2.2964 0.2872 0.19
H 4.5724 -5.5441 0.0576 0.50
C -1.8484 1.4011 2.8027 -0.87
H 3.1156 -2.6305 2.7624 0.55
C 0.8026 3.6632 -2.3585 -1.50
C -0.2937 2.7085 5.9193 -0.73
C -1.8674 -0.0508 -3.3826 0.83
Rb 0.8834 -0.5468 0.4232 1.23
C 5.7345 -6.0658 4.5477 -1.47
H 4.0361 6.9111 -2.0314 0.36
H 4.2406 -3.7763 4.6411 0.29
C -1.5813 -2.6423 -4.3444 -0.60
C 0.5696 1.9110 3.3114 -0.22
H 6.7659 -6.3039 4.2913 0.36
C -2.7926 0.7833 0.7463 -1.45
C -2.2975 0.3696 -0.6381 1.08
H -1.4949 -3.6662 -4.6966 0.38
C -2.0952 1.2615 -2.7689 -0.93
H 5.7385 -6.7178 1.9175 0.33
C 5.1551 -5.8269 2.1149 -0.68
H 1.7491 6.0342 -1.7685 0.29
C -0.6326 -2.1289 -3.4957 -0.78
H -1.2979 -0.0612 -0.5124 -1.12
O 3.4353 -1.8974 -0.1477 -0.99
C 3.2951 -1.1452 -3.5600 -1.38
Sb 2.9463 0.4120 -2.0920 0.71
C -0.4706 -6.1583 0.3609 -0.56
N -0.7295 -3.5053 1.1464 -0.15
H 0.4663 2.8728 -3.0191 0.14
C 3.7913 -4.0270 1.3138 -0.42
C 0.4526 -3.9569 0.6749 0.14
H -3.3241 -0.0650 1.2080 0.44
H 5.2593 1.7333 -1.3712 0.38
C 2.8733 1.9529 -3.7147 -2.10
H 3.6295 1.6451 -4.4375 0.69
H 1.5750 -5.6401 -0.0515 0.38
C 2.1486 4.1336 -2.6502 0.67
H -2.2388 2.1267 5.2732 0.29
C 4.3241 -4.1829 3.6422 -0.82
C -0.0462 4.5852 0.6304 -1.57
H 0.7630 5.3099 0.6628 0.41
C 4.5173 -5.1775 1.0726 -0.33
H 0.2028 -2.7356 -3.1705 0.52
C 1.0475 2.8257 5.5482 -0.38
H 1.7658 3.2188 6.2622 0.37
C 1.4611 2.4379 4.3029 -0.61
O 2.9831 -4.0785 -1.1711 -0.82
C 5.0600 -5.3410 3.4156 1.17
H 3.0910 3.9376 -0.3717 0.44
C -1.1926 2.2225 4.9955 -0.65
H 5.2229 -7.0065 4.7602 0.29
H -0.3487 4.3389 1.6418 0.40
C 2.6520 3.2000 0.2934 -1.36
C -2.7837 -0.5778 -4.2790 -0.46
C -1.6888 -5.6755 0.8408 -0.56
H 5.4620 -0.0059 -1.1452 0.35
H 0.0785 4.4760 -2.3529 0.76
H 2.3918 -1.2689 -4.1464 0.37
C 0.6093 -5.3163 0.3031 -0.45
H -0.8962 5.0098 0.1049 0.42
C 3.7907 5.9142 -2.3815 -0.62
H -2.8421 1.2572 3.2811 0.12
Sb 0.6257 2.7051 -0.3020 0.60
H -3.6411 0.0278 -4.5646 0.40
H 5.1826 3.2272 -3.8541 0.27
O 1.0124 1.5108 2.2007 -0.03
H 5.7776 5.4766 -3.0781 0.36
C -1.7433 -4.3465 1.2205 -0.35
```

LUMO level	0.1367	hartree
net charge	-2



2.
ORCA calculation (ωB97M-V/def2-TZVPD) on a structure of composition C40H45N4O4RbSSb2.

Structure (XYZ):
```
97
Properties=species:S:1:pos:R:3:mulliken_charge:R:1
C 0.9934 -1.6103 -5.5278 -0.73
H -2.5731 -3.7333 1.8988 0.43
C -2.4457 -2.3545 -0.8183 -1.28
C 1.0396 -1.6098 3.5445 -0.89
H 1.6123 -7.1804 2.8922 0.37
C 1.8090 2.8194 2.5554 0.72
C -0.1120 3.3391 3.9456 -0.42
H -2.1082 -5.0740 0.8556 0.65
H 1.2877 -2.4580 2.9093 0.32
C -1.6987 4.1735 -5.6580 -0.61
H -6.3035 4.3078 -2.3736 0.37
C -1.7201 -4.2837 1.5041 -1.55
C -5.7668 3.4649 -1.9504 -0.51
H -6.1574 0.4048 -0.6194 0.35
Sb -1.0534 -1.1903 3.4714 1.04
H 3.3243 4.3114 2.5239 0.28
H -3.8675 4.4262 -2.1320 0.33
N 2.4380 0.7947 1.3297 0.28
H 1.6904 -0.5809 -0.5565 -0.90
C 0.1223 -4.8047 4.7833 -0.69
H -7.5219 2.2361 -1.5920 0.34
H 1.3286 -1.8257 4.5748 0.49
H -2.0882 5.2431 -3.8287 0.47
C -1.6806 -3.1584 4.2909 -2.14
C 2.7919 -2.5394 -4.2802 -0.42
C -1.1876 2.8394 -7.7316 -1.53
O 0.2144 -1.3166 -2.0129 -0.20
C 0.9429 -6.3776 3.1788 -0.75
C 1.7209 4.9116 3.8121 -0.81
C -1.3228 3.2892 -3.4599 -0.25
N -4.3599 1.3418 -0.8675 -0.19
H -0.6408 -0.8489 -4.3691 0.85
H 2.7453 -2.5126 -6.4309 0.33
S -1.3440 3.4361 -1.6766 1.18
H -3.0262 -1.6729 -0.1957 0.39
H -0.5892 1.9716 -8.0091 0.35
H 2.1704 5.8574 4.0863 0.35
H 3.5330 2.5292 1.2887 -0.02
H -0.6053 -0.8288 6.1162 0.44
H -3.0319 -3.2580 -1.0016 0.50
H -2.0273 4.9893 -6.2940 0.33
H -0.7544 3.7160 -8.2175 0.36
H -0.5088 1.2997 -3.3869 0.55
O -0.0716 1.3524 2.6783 -0.33
C -1.7422 4.3216 -4.2775 -0.44
C -0.8371 -4.8297 2.5728 1.01
Sb -0.6176 -2.9126 0.1525 0.26
C -1.1313 -0.2176 5.3803 -1.39
C 2.6368 2.0033 1.6668 -0.10
N 3.2104 -1.9604 -0.7911 -0.64
H -0.0626 5.1852 4.9894 0.34
C -4.3955 3.5343 -1.8345 -0.44
H -1.0938 3.0703 4.3181 0.34
H -0.0087 -6.2936 1.2606 0.33
C 0.3496 -1.2887 -4.3595 -0.91
H -2.1667 -0.0873 5.6962 0.36
H 0.3500 -4.0158 -2.1127 0.27
C 0.9918 -5.8308 4.4512 -0.66
H -2.7076 -3.3145 3.9578 0.51
H -0.6563 0.7569 5.2967 0.25
C 0.0322 -5.8769 2.2612 -0.50
C 2.7707 -0.5822 -0.6855 1.12
H 0.6051 -5.1634 -0.7837 0.31
H 3.9552 -0.5963 1.0808 0.26
C 3.4308 0.1541 0.4808 -1.07
C 2.1895 -2.1876 -3.0694 1.13
C -0.8038 1.9728 -5.3976 -0.54
C 2.3553 4.0464 2.9399 -0.66
O -0.0186 3.0063 -1.2675 -0.83
C 0.5085 2.4224 3.0390 -0.23
H 4.1786 0.8838 0.1289 0.29
H 2.9372 -0.0653 -1.6405 0.31
Rb -0.4035 0.7880 0.1028 1.06
H -2.1878 2.6978 -8.1490 0.30
C 0.8986 -1.5589 -3.0647 0.01
C -1.2306 3.0022 -6.2367 0.84
H 0.1543 -4.3767 5.7799 0.33
C 0.4729 4.5277 4.3099 -0.34
H 3.3262 -3.6193 -1.9039 0.40
O -1.7019 4.8168 -1.4077 -0.74
C -0.8534 2.1072 -4.0210 -0.41
H -1.0083 -5.0042 -1.5200 0.53
H 1.7027 -6.1978 5.1826 0.37
C -3.6919 2.4344 -1.2907 -0.12
C 2.2395 -2.2446 -5.5119 -0.92
C -0.8002 -4.2860 3.8745 1.16
H -0.4116 1.0572 -5.8231 0.19
C 2.9276 -2.6005 -1.8500 -0.81
C -5.6781 1.3110 -0.9826 -0.25
C -6.4464 2.3309 -1.5212 -0.57
C -0.1024 -4.4662 -1.2323 -1.37
H 1.5417 -0.7200 3.1697 0.00
H -1.6857 -3.0693 5.3794 0.59
H -2.2035 -1.8604 -1.7550 0.23
H 0.5119 -1.3861 -6.4761 0.40
N -2.3340 2.3382 -1.1562 0.22
H 3.7455 -3.0601 -4.2345 0.37
```

LUMO level	0.1438	hartree
net charge	-2



Let's list energy above the lowest of the compared OMol25 structures with the same formula, charge and spin in order: 30.3, 10.6 kcal/mol.
Let's list molecular weight in order: 1006.9, 1006.9 g mol⁻¹.
Let's list Kohn-Sham gap in order: 5.707, 6.213 eV.